Formula: C38H35N3O10S3Sn
Source: OMol25
Level of theory: ωB97M-V/def2-TZVPD

## Properties
**Lowest unoccupied orbital energy**: -0.63 eV
**Frontier orbital gap**: 6.4021 eV

```
! RIJCOSX wB97M-V def2-TZVPD def2/J DEFGRID3
* xyz 0 1
Sn 0.4882 -1.4443 -0.8230
N -2.2791 1.8744 1.2708
C -2.0512 1.9394 2.6258
C -2.7049 2.9171 3.3795
C -2.4800 3.0166 4.7349
C -1.5955 2.1530 5.3675
C -0.9497 1.1767 4.6305
C -1.1770 1.0693 3.2725
S -0.4467 -0.2638 2.3409
N -0.7081 0.1918 0.8025
C -1.7135 0.9591 0.4282
C -1.8786 1.1465 -1.0256
C -2.4865 2.2837 -1.5728
C -2.6251 2.3735 -2.9435
C -2.1499 1.3428 -3.7405
C -1.5199 0.2765 -3.1197
N -1.3861 0.1807 -1.8081
H -3.1242 2.3233 0.9414
H -3.3946 3.5862 2.8860
H -3.0006 3.7692 5.3068
H -1.4271 2.2334 6.4288
H -0.2845 0.4744 5.1075
H -2.8336 3.0898 -0.9460
H -3.0996 3.2359 -3.3885
H -2.2598 1.3663 -4.8124
H -1.1024 -0.5466 -3.6822
O -2.0545 -1.0836 2.4734
C -2.2131 -2.0642 1.6192
O -1.3048 -2.5426 0.9623
C -3.6273 -2.4966 1.5435
C -4.0664 -3.6718 2.1290
C -5.4112 -3.9916 2.1073
C -6.3104 -3.1247 1.4999
C -5.8762 -1.9572 0.9077
C -4.5196 -1.6235 0.9139
S -3.9779 -0.1858 0.1049
H -3.3468 -4.3174 2.6105
H -5.7590 -4.9013 2.5732
H -7.3638 -3.3663 1.4876
H -6.5726 -1.2829 0.4332
C 7.5634 0.1947 4.2996
C 6.2394 0.1427 3.6029
C 6.1458 0.3328 2.2296
C 4.9190 0.2926 1.5880
C 3.7771 0.0673 2.3322
C 3.8449 -0.1288 3.6986
C 5.0734 -0.0883 4.3316
S 2.2063 -0.0621 1.5207
O 1.2319 0.7215 2.3865
O 2.2933 0.4747 0.1921
O 1.8040 -1.4609 1.5544
H 8.3751 0.3219 3.5893
H 7.7367 -0.7187 4.8655
H 7.5808 1.0288 4.9992
H 7.0421 0.5169 1.6568
H 4.8287 0.4356 0.5229
H 2.9306 -0.3057 4.2436
H 5.1359 -0.2328 5.4008
O 3.1410 -0.3973 -4.0941
C 2.3166 0.0630 -3.3277
O 1.5574 -0.6670 -2.5720
C 2.1258 1.5620 -3.2332
C 1.3797 2.1206 -2.2073
C 1.2691 3.4979 -2.0457
C 1.9228 4.2860 -2.9640
O 1.9952 5.6558 -3.0281
C 2.7958 5.9458 -4.1539
O 3.1710 4.7449 -4.7882
C 2.6491 3.7306 -4.0189
C 2.7735 2.3739 -4.1737
H 0.9138 1.4634 -1.4856
H 0.7154 3.9336 -1.2303
H 3.6981 6.4944 -3.8348
H 2.2263 6.5796 -4.8529
H 3.3540 1.9294 -4.9646
C -2.8366 -4.2815 -1.4911
C -2.3024 -3.1599 -2.3709
O -0.8855 -3.1505 -2.4629
C -0.3341 -4.0746 -3.3881
C 1.1701 -4.1059 -3.1943
H -3.8984 -4.1296 -1.3192
H -2.3209 -4.2466 -0.5361
H -2.6928 -5.2590 -1.9454
H -2.5619 -2.1961 -1.9250
H -2.7372 -3.2145 -3.3772
H -0.5801 -3.7499 -4.4102
H -0.7651 -5.0712 -3.2267
H 1.5745 -3.1113 -3.3605
H 1.6235 -4.8064 -3.8901
H 1.4032 -4.4046 -2.1696
*
```